The following is a quantum chemistry calculation of a cluster of 11 separate species, C31H84NO12 in total at a distorted geometry, from OMol25.

```
128
Properties=species:S:1:pos:R:3:forces:R:3:mulliken_charge:R:1
C 1.8025 0.0740 0.9566 0.6 0.7 0.6 -0.061
O 2.1350 -1.1089 0.2601 -0.7 0.2 0.3 -0.341
C 0.9901 -1.7056 -0.3238 0.0 -0.4 -1.2 -0.841
C 0.8599 -1.2899 -1.8362 -0.2 -0.2 1.3 -0.390
C -0.5836 -1.4873 -2.3644 0.4 0.0 -0.6 -0.841
C -1.4497 -0.1963 -2.3822 0.4 -0.4 0.0 -0.605
C -1.3857 0.6503 -1.0862 -0.8 -0.6 0.1 2.126
N -1.0881 2.0933 -1.4309 0.7 0.5 1.0 0.150
C -1.8819 3.0492 -0.5654 -0.2 0.8 0.3 -0.765
C -2.9065 2.2003 0.2711 1.9 -0.5 -1.1 -0.979
C -2.6063 0.6654 -0.1076 -1.2 1.3 -0.7 0.327
C -3.9648 0.0592 -0.5786 0.4 -0.9 1.2 -1.257
C -4.1487 -1.4062 -0.0373 -0.7 1.1 -0.2 -0.521
O -5.1483 -2.0626 -0.8101 0.9 -0.2 0.2 -0.559
H 2.7448 0.5204 1.3072 -0.4 -0.1 -0.2 0.041
H 1.2982 0.8347 0.3234 0.1 -0.4 0.0 -0.073
H 1.2115 -0.1131 1.8734 0.0 -0.1 -0.5 0.350
H 1.1447 -2.7961 -0.3089 -0.1 0.3 0.2 0.474
H 0.0581 -1.4887 0.2350 0.4 0.0 0.0 0.415
H 1.1906 -0.2333 -1.8834 -0.2 -0.4 -0.3 0.264
H 1.6062 -1.9045 -2.3635 -0.4 0.4 -0.1 0.257
H -0.5048 -1.8253 -3.4148 -0.2 0.1 0.4 0.348
H -1.1088 -2.3103 -1.8434 0.3 0.4 0.0 0.323
H -2.4756 -0.4893 -2.6547 0.3 0.4 0.2 -0.228
H -1.0832 0.4222 -3.2269 -0.1 -0.2 0.4 0.180
H -0.5390 0.4004 -0.4311 -0.2 -0.2 -0.7 -1.575
H -1.1970 2.3920 -2.3962 -0.1 -0.6 -0.2 0.453
H -0.0954 2.1632 -1.2083 0.0 0.5 -0.3 0.403
H -2.3278 3.7304 -1.3083 -0.4 -0.4 0.6 0.342
H -1.2310 3.7405 -0.0024 0.0 -0.7 0.0 0.348
H -2.7358 2.1849 1.3562 -0.3 1.0 -0.4 0.336
H -3.8732 2.5956 -0.0628 0.0 -0.7 0.6 0.185
H -2.2304 0.1798 0.8070 -0.6 0.0 -0.3 0.672
H -4.1448 0.1146 -1.6648 0.3 -0.1 0.3 0.488
H -4.7654 0.6395 -0.0838 0.3 -0.2 -0.4 0.484
H -4.5176 -1.3208 1.0054 0.4 -0.1 -0.3 0.308
H -3.1985 -1.9602 0.0005 -0.4 -0.1 -0.4 0.327
H -5.7744 -1.3752 -1.0438 -0.6 -0.1 -0.2 0.349
C 5.5598 -1.5636 2.8047 0.0 0.1 0.0 -0.925
C 4.3339 -1.8021 3.6642 0.0 -0.2 -0.3 -0.292
O 3.1538 -1.3958 2.9721 0.0 0.1 0.3 -0.460
H 5.6344 -0.5078 2.5362 0.1 0.0 0.1 0.194
H 6.4702 -1.8586 3.3291 0.0 0.0 -0.1 0.358
H 5.4957 -2.1288 1.8711 0.0 -0.1 0.1 0.365
H 4.3918 -1.2200 4.5847 -0.1 0.0 0.0 0.231
H 4.2460 -2.8600 3.9313 0.1 0.0 0.1 0.343
H 3.0951 -1.9141 2.1618 0.0 0.1 -0.1 0.201
C -7.5941 2.2168 -3.3482 0.0 0.1 0.0 -1.004
C -7.5543 1.2960 -2.1438 0.2 0.0 -0.4 0.220
O -7.5484 -0.0701 -2.5558 0.0 -0.1 0.4 -0.530
H -8.4817 2.0180 -3.9496 0.0 0.0 0.1 0.286
H -7.6047 3.2644 -3.0410 0.0 0.0 0.0 0.348
H -6.7257 2.0493 -3.9914 0.0 0.0 0.1 0.234
H -8.4304 1.4518 -1.5155 0.0 -0.2 0.0 0.366
H -6.6597 1.4852 -1.5374 -0.1 0.2 0.1 -0.165
H -6.7700 -0.2064 -3.1044 0.0 0.0 -0.2 0.279
C -3.6961 5.5850 2.8231 0.0 -0.1 0.0 -1.100
C -2.2298 5.6511 2.4431 -0.3 0.4 0.0 0.004
O -2.0831 5.9370 1.0481 0.2 -0.5 -0.1 -0.515
H -4.2086 4.8167 2.2395 0.0 0.0 0.0 0.269
H -3.8156 5.3594 3.8836 0.0 0.1 0.0 0.330
H -4.1930 6.5344 2.6103 0.0 0.0 0.1 0.348
H -1.7414 4.6948 2.6385 0.1 0.0 -0.1 0.262
H -1.7165 6.4248 3.0203 0.0 -0.1 0.1 0.167
H -2.5039 6.7835 0.8794 0.0 0.1 0.0 0.292
C -2.9926 -1.7049 -5.9599 0.0 0.2 -0.1 -0.627
C -4.2551 -0.9632 -5.5684 0.3 0.0 -0.3 -0.343
O -3.9384 0.2881 -4.9474 -0.2 0.1 0.5 -0.460
H -2.3672 -1.8856 -5.0835 -0.1 -0.1 0.0 -0.103
H -3.2281 -2.6602 -6.4219 0.1 0.0 0.1 0.245
H -2.3994 -1.1107 -6.6621 -0.1 0.0 -0.1 0.445
H -4.8343 -1.5472 -4.8526 0.0 0.1 0.1 0.213
H -4.8811 -0.7744 -6.4454 -0.1 -0.1 0.0 0.421
H -3.4377 0.8072 -5.5810 0.0 0.0 -0.1 0.242
C -1.1100 10.1356 4.4194 0.0 0.0 0.0 -0.970
C -1.4628 9.2670 5.6121 0.3 0.0 -0.2 -0.257
O -1.2189 7.8895 5.3288 -0.3 -0.1 0.0 -0.504
H -1.6925 9.8384 3.5453 -0.1 0.0 0.1 0.219
H -1.3046 11.1885 4.6297 0.0 0.0 0.0 0.350
H -0.0550 10.0216 4.1569 0.0 0.1 0.1 0.320
H -2.5194 9.3678 5.8581 0.0 -0.2 0.0 0.282
H -0.8761 9.5577 6.4889 -0.1 0.1 0.0 0.268
H -0.2854 7.7975 5.1233 0.1 0.0 0.0 0.286
C 6.1698 1.9242 4.7903 -0.1 0.3 -0.2 -0.635
C 5.2021 2.8689 4.1036 0.0 -0.4 0.0 -0.311
O 4.8982 2.4147 2.7828 0.0 0.3 -0.2 -0.497
H 7.0954 1.8417 4.2187 0.0 0.1 0.0 0.263
H 6.4069 2.2696 5.7942 0.0 -0.1 0.0 0.287
H 5.7442 0.9212 4.8578 0.0 0.0 0.1 0.073
H 5.6341 3.8659 4.0173 -0.1 0.0 -0.2 0.321
H 4.2685 2.9462 4.6718 0.1 0.1 0.1 0.258
H 4.5074 1.5403 2.8642 0.0 -0.1 0.1 0.167
C 4.4396 -2.4836 -2.2451 -0.1 0.0 0.1 -0.714
C 5.9544 -2.5641 -2.2020 -0.1 0.0 -0.4 -0.405
O 6.4308 -3.6211 -3.0281 0.1 -0.1 0.3 -0.527
H 3.9980 -3.4270 -1.9164 0.1 0.0 0.1 0.272
H 4.0709 -1.6794 -1.6036 0.0 0.0 0.0 0.146
H 4.0915 -2.3050 -3.2670 0.0 0.1 0.0 0.396
H 6.2967 -2.7631 -1.1869 0.1 -0.1 -0.1 0.211
H 6.4018 -1.6228 -2.5377 0.0 0.1 0.2 0.313
H 6.1416 -3.4434 -3.9260 0.0 0.0 -0.1 0.305
C 8.5798 -0.2103 8.8948 0.1 0.0 0.0 -1.123
C 7.6089 0.7176 8.1897 -0.1 -0.4 0.1 -0.261
O 7.3153 0.2455 6.8756 0.1 0.1 0.0 -0.408
H 9.5069 -0.2948 8.3262 0.0 0.1 0.0 0.290
H 8.8136 0.1543 9.8966 0.0 0.0 0.0 0.348
H 8.1608 -1.2163 8.9785 0.0 0.0 0.1 0.338
H 8.0386 1.7145 8.0901 -0.1 0.0 -0.1 0.295
H 6.6740 0.8002 8.7543 0.1 0.1 0.1 0.295
H 6.9275 -0.6287 6.9628 0.0 -0.1 0.0 0.236
C -2.7928 -7.1232 -6.0080 -0.1 -0.1 0.0 -1.061
C -2.0504 -5.8042 -6.0904 -0.3 -0.2 0.3 -0.133
O -2.8559 -4.7495 -5.5644 0.2 0.1 -0.2 -0.400
H -3.7303 -7.0681 -6.5638 0.1 0.0 -0.1 0.356
H -2.1902 -7.9378 -6.4144 0.0 0.0 0.0 0.320
H -3.0463 -7.3584 -4.9720 0.2 0.0 0.0 0.235
H -1.8169 -5.5600 -7.1269 -0.1 0.2 0.1 0.345
H -1.1130 -5.8473 -5.5271 0.1 -0.1 -0.2 0.077
H -3.0519 -4.9660 -4.6483 -0.1 -0.1 0.1 0.254
C 0.5224 -8.3013 -3.7438 0.1 0.1 -0.1 -1.032
C -0.2484 -7.2341 -2.9905 0.0 -0.5 0.2 -0.060
O -1.5819 -7.6712 -2.7416 -0.1 0.4 -0.1 -0.503
H 0.0300 -8.5299 -4.6904 0.0 0.1 0.0 0.211
H 1.5446 -7.9772 -3.9480 0.0 -0.1 0.0 0.325
H 0.5588 -9.2294 -3.1686 0.1 0.1 0.0 0.381
H -0.3004 -6.3164 -3.5765 -0.2 0.0 0.1 0.106
H 0.2345 -7.0066 -2.0339 0.1 0.1 -0.1 0.303
H -1.5290 -8.4747 -2.2186 -0.1 -0.1 0.0 0.292
```
Positions in Å, forces in eV/Å.

Output
- Total charge: +1
- LUMO energy: -0.100 Ha
- HOMO-LUMO gap: 8.892 eV
- E: -59559.2871 eV

The following is a quantum chemistry calculation of a cluster of 11 separate species, C31H84O11 in total at a distorted geometry, from OMol25.

```
126
Properties=species:S:1:pos:R:3:forces:R:3:mulliken_charge:R:1
C -14.9804 10.9326 18.8700 1.0 -0.6 2.6 0.149
C -14.1281 10.1830 19.9653 -0.6 10.3 2.6 1.373
C -14.7402 10.4244 21.3399 -0.6 0.0 1.0 -1.632
O -13.9536 8.9836 19.7488 0.2 -9.5 -1.1 -0.688
H -15.9928 10.6505 18.9998 -1.2 -0.2 0.3 0.717
H -14.7042 10.5253 17.9495 0.7 0.0 -1.7 -0.580
H -14.8772 11.9942 19.0083 0.0 0.4 -0.5 -0.338
H -13.1268 10.6814 20.0880 -0.5 0.4 -0.6 -0.724
H -15.7247 9.9377 21.3794 -0.1 0.5 0.0 0.417
H -14.7524 11.4782 21.6743 -0.5 -0.3 -0.8 0.214
H -14.2117 9.9784 22.1847 0.5 -0.5 -0.4 0.422
H -13.3442 8.8999 19.0380 0.9 -0.7 -1.1 0.304
C -13.6298 16.0708 18.8668 -0.6 0.0 0.0 -1.634
C -13.3266 14.5927 19.0540 2.1 4.4 5.6 1.116
C -13.7242 13.9592 20.4087 0.2 1.5 -1.1 -1.047
O -13.6247 13.9532 18.0228 -4.0 -5.0 -7.1 1.457
H -13.1677 16.4712 17.9190 -0.7 -0.4 1.0 0.213
H -13.2266 16.5794 19.7187 0.4 0.6 0.4 0.577
H -14.7322 16.2235 18.9227 0.7 0.1 -0.4 0.177
H -12.2784 14.4710 19.0173 2.4 1.0 1.3 0.060
H -13.1434 14.5011 21.1531 -0.3 -0.3 0.4 0.460
H -13.4111 12.9575 20.2965 0.5 -1.3 0.5 -0.187
H -14.7837 13.9437 20.5910 -0.6 0.3 0.2 0.410
H -13.1545 13.1088 18.0953 -0.2 -0.3 -0.7 -1.041
C -16.1020 14.8339 11.3383 1.2 -0.2 -0.2 -1.553
C -16.2978 13.3309 11.3326 -7.8 4.3 4.4 1.850
C -17.7335 13.0243 10.8919 -0.9 -1.3 1.0 -1.597
O -15.5056 12.7073 10.6269 7.3 -6.0 -6.8 -0.535
H -16.7991 15.3432 11.9825 -0.2 0.0 0.3 0.241
H -16.1939 15.2495 10.3305 0.0 -0.1 0.0 0.569
H -15.0750 15.0079 11.6871 -0.3 0.4 -0.1 0.174
H -16.2250 12.9179 12.3002 -0.2 0.3 2.3 -0.513
H -17.9985 11.9230 10.8831 0.7 0.8 0.0 0.240
H -17.9979 13.3988 9.9323 0.0 0.5 -0.9 0.379
H -18.4217 13.4131 11.6174 -0.5 0.5 0.4 0.386
H -15.7754 11.7609 10.6595 0.7 0.9 -0.4 0.393
C -15.0701 17.5493 15.6884 -0.1 0.0 0.6 -1.835
C -15.1887 16.0167 15.7976 -0.1 3.9 8.3 2.277
C -16.3985 15.6550 16.6469 -1.9 -0.9 -1.5 -2.275
O -15.3044 15.4822 14.6795 -0.8 -3.6 -8.4 -0.500
H -14.0928 17.8307 15.3268 0.3 0.1 -0.4 0.419
H -15.2128 18.0934 16.6147 0.1 -0.2 0.4 0.426
H -15.8316 17.9271 15.0288 -0.3 0.1 -0.6 0.406
H -14.2955 15.6522 16.2955 0.4 0.0 0.7 -0.894
H -17.3351 15.9843 16.1065 0.9 -0.3 0.2 0.356
H -16.4327 16.1839 17.5440 0.2 0.7 1.7 0.612
H -16.6041 14.5718 16.8664 0.8 0.9 -0.3 0.445
H -14.5477 15.7905 14.1607 0.1 -0.4 -0.8 0.341
C -17.1503 8.4796 14.8932 0.0 -0.7 0.1 -1.327
C -18.3417 9.3241 14.4218 6.2 3.6 0.0 1.383
C -17.9911 10.3397 13.3715 0.6 1.4 -0.3 -1.160
O -19.3163 8.6873 13.9422 -7.6 -5.6 -3.3 -0.652
H -16.8916 7.6513 14.2096 0.0 0.6 -0.2 0.408
H -17.4277 7.9398 15.7924 -0.1 0.0 0.4 0.412
H -16.2321 9.0550 15.1437 -0.8 -0.2 -0.4 -0.061
H -18.7282 9.8651 15.1848 -0.2 2.0 3.4 -0.438
H -17.0706 10.8323 13.5593 1.0 0.8 0.2 -0.193
H -18.7377 11.1389 13.2574 -0.1 -0.2 0.5 0.602
H -17.9250 9.9242 12.3902 0.2 -0.9 -0.7 0.575
H -20.0131 9.3099 13.6237 0.9 -0.9 0.4 0.419
C -13.5307 8.6135 16.0963 -1.7 -1.2 -1.2 -0.577
C -12.0996 8.6565 16.5313 0.1 -1.9 -7.7 0.242
C -11.3757 9.7114 15.7372 -0.8 -0.9 -4.6 -0.857
O -11.8672 8.9867 17.7277 0.1 1.2 9.0 -0.701
H -13.6254 8.6835 14.9713 0.5 -0.4 1.1 0.283
H -14.0787 9.4846 16.3948 -0.3 0.5 0.6 -0.535
H -14.1249 7.6950 16.3974 0.8 1.1 0.0 0.437
H -11.6586 7.6502 16.3061 -0.2 0.5 -0.2 0.353
H -11.8143 10.7162 15.7270 0.0 -0.2 0.3 -0.005
H -11.3889 9.3790 14.6443 -0.2 0.6 1.0 0.326
H -10.3384 9.7167 15.9020 1.5 0.3 0.9 0.509
H -10.9254 8.9223 17.9001 0.0 0.1 0.4 0.429
C -12.3801 14.0170 15.0472 2.6 0.5 3.1 1.246
C -12.2420 14.7960 13.8007 3.7 -6.8 -2.6 -0.142
C -12.8532 13.8859 12.7449 -1.8 1.1 -0.1 -1.332
O -12.7650 15.9556 13.7814 -4.2 6.0 -0.3 -0.595
H -12.1111 12.9785 14.9250 0.1 -0.3 -0.2 -0.175
H -13.3592 14.0591 15.4388 -1.1 0.0 0.3 -0.960
H -11.6988 14.3873 15.9220 -1.1 -0.3 -1.5 0.002
H -11.1940 14.9898 13.4880 0.3 -1.1 0.4 0.403
H -13.9106 13.6484 12.9663 0.4 0.1 0.3 -0.540
H -12.3563 12.9781 12.6528 1.1 -1.6 0.1 0.731
H -12.8970 14.2877 11.7590 0.3 0.8 -0.8 0.687
H -12.3373 16.4107 14.4756 0.4 1.6 1.2 0.481
C -18.0112 12.6979 18.1998 -0.5 0.5 -0.7 -1.263
C -18.3832 11.9845 16.8876 -3.6 -5.1 8.8 1.657
C -19.9165 11.6530 16.9597 1.2 -1.0 0.1 -1.845
O -18.1117 12.5038 15.8242 0.3 6.5 -9.8 -0.506
H -18.5748 13.6397 18.2332 0.2 -0.1 0.3 0.486
H -16.9484 12.8992 18.2730 0.2 0.1 0.0 -0.304
H -18.3009 12.0486 19.0082 -0.1 -0.1 0.5 0.547
H -17.7877 11.1005 16.8452 0.1 -2.2 1.4 -0.096
H -20.4573 12.4588 17.3996 -0.5 0.8 0.1 0.558
H -20.0117 10.8110 17.6291 -0.2 -0.3 0.4 0.388
H -20.3945 11.3317 16.0306 0.4 0.3 -0.2 0.322
H -17.1983 12.6525 15.7634 2.0 0.7 -1.0 -0.433
C -14.1003 10.5309 12.9250 -0.1 -0.4 -0.5 1.885
C -13.4479 9.7488 11.7693 -3.7 8.8 -0.6 -0.241
C -12.4917 10.6403 11.0643 0.7 1.3 -1.5 -1.516
O -12.8021 8.7868 12.2015 4.7 -9.0 3.6 -0.423
H -14.8871 9.8940 13.3562 0.3 0.4 0.3 -0.235
H -14.5296 11.4354 12.5335 -0.4 0.4 0.0 -1.012
H -13.3174 10.8391 13.6278 -0.3 -0.3 0.2 -0.612
H -14.2413 9.4184 11.1522 -1.1 0.1 -1.3 0.813
H -12.9457 11.6076 10.8401 0.1 -0.1 -0.5 0.252
H -12.1961 10.0890 10.1698 0.1 0.4 -0.4 0.470
H -11.5342 10.8616 11.5839 -0.8 -0.4 0.3 0.235
H -13.1689 8.0425 11.7462 0.5 -1.4 0.3 0.432
C -10.0713 12.8094 17.4320 -0.1 1.3 0.7 -1.824
C -10.8099 11.8621 18.3390 7.2 1.3 2.1 1.292
C -10.6207 12.2178 19.8164 1.4 -1.6 0.3 -1.524
O -12.0401 11.8295 18.1026 -8.3 0.1 -1.4 1.199
H -10.3845 13.8260 17.6866 0.3 0.2 0.0 0.243
H -10.3177 12.6890 16.3978 0.0 -0.5 -0.6 0.322
H -9.0217 12.6812 17.6042 0.7 0.2 -0.1 0.594
H -10.3258 10.9517 18.0816 0.5 -1.5 0.5 0.175
H -11.0197 11.4535 20.5136 -0.1 0.3 -0.6 0.321
H -11.0219 13.1586 20.1014 -0.5 0.9 -0.1 0.168
H -9.5534 12.2423 20.0180 0.3 0.2 0.2 0.567
H -12.2487 11.0839 17.5679 -0.8 -1.0 -0.6 -1.282
C -15.1330 11.9267 15.7746 1.0 1.2 0.7 -0.414
O -15.4675 12.7953 14.7257 -0.6 -0.5 -0.4 0.442
H -14.0579 11.7176 15.7291 0.0 -0.4 0.1 -0.060
H -15.7167 11.0219 15.7683 -0.2 -0.4 -0.3 0.004
H -15.2826 12.4362 16.7352 -0.1 -0.2 0.0 0.723
H -15.3483 13.7201 14.9890 0.0 0.2 -0.3 -0.188
```
Positions in Å, forces in eV/Å.

Output
- LUMO energy: 0.008 Ha
- HOMO-LUMO gap: 9.320 eV
- E: -56020.6260 eV
- Structure (SMILES): CC(C)O.CC(C)O.CC(C)O.CC(C)O.CC(C)O.CC(C)O.CC(C)O.CC(C)O.CC(C)O.CC(C)O.CO

Respective energy relative to the best compared isomer or geometry (same formula, charge and spin) values: 1.632, 11.293 eV.